A 11-piece molecular cluster, C26H53Cl20NO7PS2 overall in a non-equilibrium geometry, computed with ωB97M-V/def2-TZVPD.

Last column: Löwdin charge in e.
Positions of all 110 atoms, in Å:
H (-4.7680, 9.1461, -7.0011)  0.07
H (-3.4841, -4.1913, -3.1290)  0.11
H (1.6869, 2.2475, 6.3250)  0.07
H (-0.2760, 2.3876, 1.2377)  0.03
C (-4.2877, 5.5971, -3.8428)  -0.67
Cl (4.7854, 0.7192, -0.9215)  0.54
C (2.5214, -4.2517, -2.4773)  -0.16
C (6.8889, -6.1249, -2.5168)  -0.65
H (7.4505, -2.3676, 3.4730)  0.07
C (-2.8348, -9.4677, -2.7141)  -0.65
C (6.6827, -1.0857, -0.2008)  -0.63
H (-0.5276, 1.5239, 2.7548)  0.07
H (-3.1086, -8.6051, -3.3229)  0.07
H (6.8745, -6.8696, -3.3112)  0.07
O (-0.2891, -0.2640, -0.5293)  -0.21
C (1.0027, 1.7481, 7.0070)  -0.66
Cl (-1.9627, 5.5847, 2.5435)  0.52
H (-5.2768, 5.2751, -4.1603)  0.07
O (1.0646, -6.1722, -1.4048)  -0.33
H (5.7778, -2.9104, 3.3348)  0.05
Cl (0.4528, 3.6216, 3.1004)  0.50
C (1.4496, 1.3333, 1.9774)  -0.65
Cl (7.5929, -1.5415, 6.2460)  0.53
H (-3.8670, -4.0296, -1.3730)  0.12
Cl (-5.1172, 4.9319, 4.5864)  0.55
H (6.9803, -7.6511, -1.0258)  0.07
C (6.3978, -6.7560, -1.2384)  -0.66
H (2.4272, -3.5621, -3.3140)  0.07
H (-1.0260, -8.5285, -2.0925)  0.07
H (-2.8928, 10.8619, -5.2899)  0.07
C (-2.8446, 5.7041, 0.9937)  -0.65
H (-1.2018, -5.0879, -0.0899)  0.14
C (6.4434, -2.2260, 3.8574)  -0.67
H (1.9682, 1.1529, 2.9167)  0.06
Cl (-0.6768, 3.8574, 6.6244)  0.53
Cl (-5.4346, 8.3229, 4.6663)  0.53
Cl (-2.9365, 3.0107, 0.4779)  0.56
Cl (-2.9532, 8.0471, -5.9736)  0.60
Cl (-3.4098, -10.9311, -3.5725)  0.50
C (6.3761, -2.4814, 5.3408)  -0.66
H (6.5760, -3.5330, 5.5393)  0.07
H (-4.2461, 5.4728, 6.6903)  0.07
C (-4.3649, 6.7313, -2.8580)  -0.65
H (-0.8102, -9.6629, -3.4284)  0.06
H (-4.2595, 11.4935, -6.2132)  0.07
H (7.0294, 1.0228, -0.3204)  0.08
H (-2.1329, -1.9031, -1.8921)  0.08
H (2.5212, -1.0166, -0.2513)  0.03
H (-6.3019, 6.9035, 6.3359)  0.07
Cl (-3.4412, 4.1860, -3.1579)  0.56
H (-4.3872, 4.7543, -0.1254)  -0.03
H (6.0442, 0.5414, 1.0571)  0.00
C (6.2486, 0.3400, 0.0135)  -0.66
O (0.3316, -5.2114, -3.5423)  -0.30
C (0.1830, 2.1198, 2.1830)  -0.67
Cl (-0.8358, -10.7453, -1.3295)  0.49
H (-3.2070, 9.7654, -7.5455)  0.07
H (-2.0398, -3.5891, -0.4100)  0.12
C (-3.8681, 10.6155, -5.7020)  -0.66
Cl (-4.9697, 10.2766, -4.3426)  0.56
Cl (6.5629, -5.6803, 0.1696)  0.52
C (-1.4288, -4.3637, -0.8862)  -0.22
Cl (-5.4412, 6.3437, -1.4859)  0.61
H (-1.2190, -1.2319, -3.2286)  0.08
H (6.7727, -1.3120, -1.2605)  0.07
H (-3.3839, 6.9763, -2.4571)  0.07
H (7.6482, -1.2621, 0.2724)  0.07
C (-4.3369, -5.9226, -2.2346)  -0.72
H (-4.8855, 7.8048, 6.8853)  0.07
C (-4.4043, 6.0444, 5.7769)  -0.67
C (-5.2992, 7.2229, 6.0631)  -0.67
H (-0.6202, 2.2463, 8.3433)  0.07
H (1.2034, 0.3724, 1.5280)  0.05
Cl (5.5363, -2.2598, 0.5106)  0.54
Cl (0.0364, 0.5870, 6.0613)  0.54
C (-3.4358, -4.6731, -2.1473)  -0.14
O (1.8912, -1.7352, -0.4227)  -0.22
H (-4.7691, 7.6177, -3.3409)  0.01
H (-4.4534, 4.4113, 1.6128)  0.04
H (7.9030, -5.7449, -2.4195)  0.07
H (-2.1065, 5.7857, 0.1983)  0.07
N (-0.0654, -2.5187, -2.0797)  -0.26
H (-3.4350, 6.3612, 5.3974)  0.05
H (-1.1821, -0.6378, -0.5326)  0.06
O (-4.6671, -6.3195, -3.3868)  -0.09
H (5.3964, -2.2344, 5.7419)  0.07
C (-3.7872, 4.5520, 0.7643)  -0.68
S (1.5175, -0.0928, -2.7829)  0.26
O (-4.7423, -6.4726, -1.1876)  -0.08
H (0.4878, -3.6576, -0.3373)  0.12
P (0.7303, -1.2040, -1.3936)  0.18
H (3.2481, -5.0371, -2.6549)  0.01
H (-3.7287, 5.9156, -4.7209)  0.00
Cl (5.9202, -0.5765, 3.4345)  0.57
H (1.5860, 1.1684, 7.7211)  0.07
H (5.3500, -7.0376, -1.3148)  0.07
Cl (2.5909, 2.1498, 0.8733)  0.54
H (-1.6946, -2.9244, -3.3251)  0.10
H (-3.4192, 6.6289, 1.0287)  0.06
Cl (5.8500, -4.7759, -3.0475)  0.59
S (0.8993, -4.9986, -2.2366)  0.66
H (-3.3776, -9.3982, -1.7759)  0.07
C (-1.3724, -2.1431, -2.6427)  -0.09
O (-2.0798, -5.0625, -1.8989)  -0.12
C (0.1398, 2.7420, 7.7441)  -0.67
H (2.7771, -3.7432, -1.5452)  0.05
C (-0.0620, -3.7636, -1.2774)  -0.34
H (0.7599, 3.3464, 8.4047)  0.07
C (-1.3458, -9.4867, -2.4990)  -0.65
C (-3.7821, 9.4643, -6.6714)  -0.64

Summary:
largest force on an atom	0.06382	hartree/bohr
multiplicity	1
HOMO level	-0.16262	hartree
relative energy (zero: lowest compared OMol25 entry of this formula, charge and spin)	0.0	kcal/mol
molar mass	1295.878	g mol⁻¹
net charge	-1
E_tot	-325057.3956	eV